(1)
# CH5N2O2

2 unconnected molecules or ions with the total composition CH5N2O2 (ωB97M-V/def2-TZVPD, OMol25).

## Properties
Highest occupied orbital energy in eV: -4.1
Charge: -1
Strongest force on any atom in eV Å⁻¹: 0.49
ΔE to the lowest compared entry with this formula, charge and spin in kJ/mol: 0.0

Element x y z (Å)
N: 1.72618 -2.08977 -0.72780
H: 1.46551 -2.95831 -0.27161
H: 1.13784 -1.97638 -1.54524
H: 1.48207 -1.30880 -0.11558
N: -1.39650 0.96319 1.12223
C: -0.41955 0.56076 0.15640
O: 0.74100 0.37554 0.59663
O: -0.83817 0.46294 -1.00978
H: -1.02591 1.41087 1.93841
H: -2.18168 1.42616 0.70650

=====

(2)
# CH5N2O2PS

CH5N2O2PS in the gas phase (ωB97M-V/def2-TZVPD, OMol25).

## Properties
Highest occupied orbital energy in eV: -8.7
SMILES string: OP(O)SN1CN1
Strongest force on any atom in eV Å⁻¹: 1.69
ΔE to the lowest compared entry with this formula, charge and spin in kJ/mol: 87.8

Element x y z (Å)
C: -1.00138 0.30906 -0.22036
N: 0.09983 0.12616 0.66493
N: -1.20557 0.31827 1.19885
O: 2.53608 -1.20726 1.07896
O: 3.08786 -0.27350 -1.08036
P: 3.13873 0.17200 0.44614
S: 1.29753 1.40824 0.71616
H: -1.05460 1.23458 -0.78960
H: -1.33096 -0.57399 -0.75774
H: 2.18045 -1.13064 1.96364
H: -1.38122 1.25261 1.56883
H: 2.44484 -0.97588 -1.22596

=====

(3)
# CH5N2O3PS

2 unconnected molecules or ions with the total composition CH5N2O3PS (ωB97M-V/def2-TZVPD, OMol25).

## Properties
Highest occupied orbital energy in eV: -10.0
Strongest force on any atom in eV Å⁻¹: 4.11
ΔE to the lowest compared entry with this formula, charge and spin in kJ/mol: 138.5

Element x y z (Å)
C: 0.14246 0.40653 -0.17245
N: -0.40773 -0.21174 -1.20314
N: 1.33293 0.14901 0.28548
O: 1.53625 1.00771 2.66612
O: -0.23916 -0.76682 2.39107
O: -0.65924 1.25507 3.85789
P: -0.60149 1.70720 0.80276
S: -0.07032 0.63017 2.69285
H: 0.13910 -0.90492 -1.63331
H: -1.22639 -0.10691 -1.76487
H: 1.93027 -0.36563 -0.37103
H: 1.89292 0.60529 1.78455
H: -2.20283 0.80461 0.40457

=====

(4)
# CH5N2OP

A molecular structure, CH5N2OP (ωB97M-V/def2-TZVPD, OMol25).

## Properties
Highest occupied orbital energy in eV: -8.4
Strongest force on any atom in eV Å⁻¹: 5.98
ΔE to the lowest compared entry with this formula, charge and spin in kJ/mol: 248.7

Element x y z (Å)
C: 0.19635 0.91206 0.84740
N: -0.91996 -0.62558 -0.56886
N: 0.16261 -0.66900 0.32557
O: -1.47410 2.35293 -0.66219
P: -1.67248 1.26362 0.34889
H: 0.49843 1.28942 1.88199
H: 0.65760 1.41351 -0.00968
H: -0.70657 -0.52114 -1.52108
H: -1.43972 -1.57109 -0.58295
H: 0.95934 -0.84962 -0.13240

=====

(5)
# CH5N2P

CH5N2P in the gas phase (ωB97M-V/def2-TZVPD, OMol25).

## Properties
Highest occupied orbital energy in eV: -9.2
SMILES string: [H]/N=P/NC
Strongest force on any atom in eV Å⁻¹: 2.75
ΔE to the lowest compared entry with this formula, charge and spin in kJ/mol: 21.0

Element x y z (Å)
C: -0.97121 -0.50437 -0.17626
N: 2.68797 0.42185 -0.40740
N: 0.26337 0.18141 -0.21432
P: 1.67540 -0.44515 0.38786
H: -0.74060 -1.19906 0.69472
H: -1.76013 0.11100 0.30869
H: -1.32282 -1.06612 -1.15872
H: 3.64769 -0.01241 -0.35936
H: 0.39082 0.82425 -1.02673

=====

(6)
# CH5N2S

A gas-phase ion, CH5N2S (charge +1) (ωB97M-V/def2-TZVPD, OMol25).

## Properties
Highest occupied orbital energy in eV: -15.2
SMILES string: [NH2+]=CNS
Charge: +1
Strongest force on any atom in eV Å⁻¹: 4.10
ΔE to the lowest compared entry with this formula, charge and spin in kJ/mol: 38.9

Element x y z (Å)
C: -0.74096 -0.40032 0.18272
N: 0.54275 -0.91263 0.08812
N: -0.90115 0.91660 0.12010
S: 1.90853 0.21514 0.28245
H: -1.60323 -1.10393 0.36707
H: 0.77656 -1.92418 -0.09312
H: -1.91357 1.21487 0.21840
H: -0.06463 1.41565 -0.11384
H: 1.99570 0.57879 -1.05189

=====

(7)
# CH5N3

CH5N3 in the gas phase (ωB97M-V/def2-TZVPD, OMol25).

## Properties
Highest occupied orbital energy in eV: -9.1
SMILES string: [H]/N=C\NN
Strongest force on any atom in eV Å⁻¹: 5.73
ΔE to the lowest compared entry with this formula, charge and spin in kJ/mol: 350.9

Element x y z (Å)
C: -0.85212 0.53417 0.05644
H: 1.03635 -0.93540 0.93317
H: 1.08704 -0.84689 -0.99321
H: 1.01188 1.49146 -0.06155
H: -1.55007 1.46490 0.34321
H: -0.77442 -1.36105 0.04816
N: 1.16310 -0.48095 0.03180
N: 0.46159 0.67436 -0.20848
N: -1.58336 -0.54059 -0.14954

=====

(8)
# CH5N3

CH5N3 in the gas phase (ωB97M-V/def2-TZVPD, OMol25).

## Properties
Highest occupied orbital energy (spin up / spin down) in eV: -9.0 / -8.9
Strongest force on any atom in eV Å⁻¹: 6.49
ΔE to the lowest compared entry with this formula, charge and spin in kJ/mol: 562.4

Element x y z (Å)
C: -1.08078 -0.20051 0.08424
N: 1.26283 -0.15005 0.07569
N: 2.65741 -0.02377 0.07858
N: 0.04447 -0.94724 -0.23340
H: -1.79960 -0.38678 -0.78675
H: -1.45445 -0.35929 1.03896
H: -0.92076 0.97548 0.18481
H: 0.76203 0.79712 0.09540
H: 3.18318 -0.86048 -0.34124

=====

(9)
# CH5N3O2

CH5N3O2 in the gas phase (ωB97M-V/def2-TZVPD, OMol25).

## Properties
Highest occupied orbital energy in eV: -9.3
SMILES string: N=C(NO)NO
Strongest force on any atom in eV Å⁻¹: 5.39
ΔE to the lowest compared entry with this formula, charge and spin in kJ/mol: 342.2

Element x y z (Å)
C: -0.15432 -0.35725 -0.40860
H: 0.63933 0.30315 2.20516
H: 0.31740 -1.83207 0.68447
H: -1.18196 -1.99863 -0.49128
H: -0.98998 1.08259 -1.47009
H: 1.43677 1.94907 -0.50844
N: 0.56957 -0.85658 0.67552
N: -1.15669 -1.06835 -0.94098
N: -0.00355 0.93653 -1.13103
O: 0.00771 -0.21724 1.80543
O: 0.51572 2.05878 -0.42015

=====

(10)
# CH5N3O2S

A molecular structure, CH5N3O2S (ωB97M-V/def2-TZVPD, OMol25).

## Properties
Highest occupied orbital energy (spin up / spin down) in eV: -4.3 / -10.2
Expectation value of S²: 2.010
2S+1: 3
Strongest force on any atom in eV Å⁻¹: 7.95
ΔE to the lowest compared entry with this formula, charge and spin in kJ/mol: 472.1

Element x y z (Å)
C: -0.27875 -0.78059 0.04155
N: 0.87382 -1.35818 -0.60499
N: 0.25680 0.41426 0.63470
N: -0.24515 1.64061 0.26923
O: 2.81634 -0.54158 0.88925
O: 2.29952 0.99203 -1.02732
S: 1.86435 0.03500 -0.02528
H: -1.05224 -0.41660 -0.72203
H: -0.54891 -1.34985 0.90919
H: 1.25582 -2.35834 -0.30805
H: 0.33382 2.27221 0.80797
H: -0.28655 1.85234 -0.67418

=====

(11)
# CH5N3O4S

2 unconnected molecules or ions with the total composition CH5N3O4S (ωB97M-V/def2-TZVPD, OMol25).

## Properties
Highest occupied orbital energy in eV: -9.3
Strongest force on any atom in eV Å⁻¹: 6.88
ΔE to the lowest compared entry with this formula, charge and spin in kJ/mol: 219.3

Element x y z (Å)
C: -1.72624 0.14951 0.59722
N: -1.98147 -1.06455 0.19222
N: 2.37914 0.44323 -0.37142
N: -0.24381 0.46939 -0.89453
O: -2.05242 1.03874 1.22280
O: 0.56515 -0.06865 1.38590
O: 0.65139 2.21377 0.41915
O: -0.06867 -0.91298 -1.28593
S: 0.80057 0.80748 0.27198
H: -1.75317 -1.50476 -0.68185
H: -2.66126 -1.51892 0.82251
H: 3.06405 0.48822 0.24856
H: 2.48887 0.84034 -1.29578
H: 0.53788 -1.38082 -0.63083

=====

(12)
# CH5N3OS

CH5N3OS in the gas phase (ωB97M-V/def2-TZVPD, OMol25).

## Properties
Highest occupied orbital energy in eV: -9.7
Strongest force on any atom in eV Å⁻¹: 3.22
ΔE to the lowest compared entry with this formula, charge and spin in kJ/mol: 150.9

Element x y z (Å)
C: 0.10405 -0.54277 -0.85552
N: 0.44131 -1.14367 0.48535
N: -0.99143 0.32479 -0.54496
N: 0.33546 -0.06657 1.45388
O: 0.39212 2.29967 0.54973
S: -0.62676 1.30219 0.84019
H: 1.05591 -0.01273 -1.23428
H: -0.12721 -1.54183 -1.44973
H: -0.27001 -1.83336 0.70558
H: -1.53193 0.78919 -1.34923
H: 1.21848 0.42511 1.39897

=====

(13)
# CH5N3S

CH5N3S in the gas phase (ωB97M-V/def2-TZVPD, OMol25).

## Properties
Highest occupied orbital energy in eV: -8.7
SMILES string: N/N=C\NS
Strongest force on any atom in eV Å⁻¹: 1.89
ΔE to the lowest compared entry with this formula, charge and spin in kJ/mol: 133.2

Element x y z (Å)
C: -0.03357 0.85971 -0.12739
H: 2.55245 -0.61369 -0.67822
H: 1.72050 -0.92498 0.72461
H: -0.47954 1.91291 -0.05991
H: -0.39885 -1.10364 -0.06742
H: -2.80955 -0.01117 1.02680
N: 1.62635 -0.61606 -0.26066
N: 1.25186 0.74445 -0.18685
N: -0.90095 -0.22198 -0.07726
S: -2.52871 -0.02555 -0.29369

=====

(14)
# CH5N3S

2 unconnected molecules or ions with the total composition CH5N3S (ωB97M-V/def2-TZVPD, OMol25).

## Properties
Highest occupied orbital energy in eV: -8.5
Strongest force on any atom in eV Å⁻¹: 5.18
ΔE to the lowest compared entry with this formula, charge and spin in kJ/mol: 415.1

Element x y z (Å)
C: 0.33588 -0.25801 0.00169
H: 1.57787 1.29034 1.66539
H: -0.02239 2.10366 2.21520
H: 0.79242 -0.84280 0.85002
H: -0.04093 -1.81204 -0.97545
H: -2.45973 -1.32922 -2.19246
N: 0.52719 1.09779 1.71908
N: 0.11912 0.96610 0.37967
N: 0.08952 -0.88016 -1.24249
S: -0.91896 -0.33567 -2.42064

=====

(15)
# CH5N3S

A molecular structure, CH5N3S (ωB97M-V/def2-TZVPD, OMol25).

## Properties
Highest occupied orbital energy in eV: -8.5
Strongest force on any atom in eV Å⁻¹: 5.81
ΔE to the lowest compared entry with this formula, charge and spin in kJ/mol: 289.7

Element x y z (Å)
C: -0.18276 0.34948 0.91763
H: -1.63081 -0.47339 -0.58105
H: -1.76660 -0.61799 1.42392
H: -0.42485 0.99227 2.84935
H: 1.16063 1.25842 -0.21942
H: 1.86555 -1.37831 -1.34644
N: -1.35306 -0.15318 0.63706
N: 0.27947 0.84050 2.09426
N: 0.62409 0.36923 -0.19784
S: 0.31495 -0.57961 -1.58540

=====

(16)
# CH5N3S

A molecular structure, CH5N3S (ωB97M-V/def2-TZVPD, OMol25).

## Properties
Highest occupied orbital energy in eV: -7.9
Strongest force on any atom in eV Å⁻¹: 8.51
ΔE to the lowest compared entry with this formula, charge and spin in kJ/mol: 371.2

Element x y z (Å)
C: 0.15747 0.98519 -0.07582
H: 2.87071 -0.61585 -0.22072
H: 1.11875 -1.50291 0.41063
H: 0.01727 2.00524 0.12614
H: -0.59885 -1.04426 -0.42048
H: -3.23354 0.00406 0.98983
N: 1.72939 -0.51338 -0.16580
N: 1.34318 0.70186 -0.24886
N: -0.86557 -0.07347 -0.13636
S: -2.53880 0.05353 -0.25857

=====

(17)
# CH5N3S2

CH5N3S2 in the gas phase (ωB97M-V/def2-TZVPD, OMol25).

## Properties
Highest occupied orbital energy in eV: -8.3
SMILES string: NNC(=S)NS
Strongest force on any atom in eV Å⁻¹: 2.25
ΔE to the lowest compared entry with this formula, charge and spin in kJ/mol: 72.2

Element x y z (Å)
C: 0.97072 -0.37500 -0.08850
H: -0.85292 1.62591 -0.96110
H: -0.98655 1.50594 0.70380
H: 1.68830 1.49895 -0.13529
H: 0.12227 -2.23756 -0.18009
H: -2.11181 -1.35420 1.08505
N: -0.36870 1.62291 -0.09499
N: 0.80591 0.96512 -0.02680
N: -0.06921 -1.29158 0.03411
S: 2.58542 -0.92839 -0.12205
S: -1.78342 -1.03211 -0.21413

=====

(18)
# CH5N4

2 unconnected molecules or ions with the total composition CH5N4 (ωB97M-V/def2-TZVPD, OMol25).

## Properties
Highest occupied orbital energy in eV: -15.2
Charge: +1
Strongest force on any atom in eV Å⁻¹: 5.05
ΔE to the lowest compared entry with this formula, charge and spin in kJ/mol: 631.4

Element x y z (Å)
C: 0.27931 -0.22169 -0.06093
N: 1.45592 -0.66172 0.20032
N: 1.33869 0.73138 -0.18028
N: -0.89728 -0.72783 -0.53971
N: -1.09909 0.12285 0.64009
H: 1.64493 -0.78096 1.18169
H: 1.75020 0.94881 -1.16773
H: -1.78712 -0.14086 -1.84214
H: -1.42950 -0.39316 1.38168
H: -1.25604 1.12318 0.38702

=====

(19)
# CH5N4O2

2 unconnected molecules or ions with the total composition CH5N4O2 (ωB97M-V/def2-TZVPD, OMol25).

## Properties
Highest occupied orbital energy in eV: -15.2
Charge: +1
Strongest force on any atom in eV Å⁻¹: 3.21
ΔE to the lowest compared entry with this formula, charge and spin in kJ/mol: 297.2

Element x y z (Å)
C: 1.99361 -0.31603 -1.34858
N: -1.62669 -0.30218 0.35984
N: 1.59684 0.32686 -0.34809
N: -0.73422 0.38621 0.81807
N: 1.99818 -0.89226 -2.39425
O: -0.84748 1.27373 1.78393
O: -2.68477 -0.49774 1.16222
H: 2.22460 1.13330 -0.23810
H: 0.41845 0.29503 0.06791
H: 2.73516 -1.57030 -2.71973
H: -1.79843 1.37310 1.92916
H: -3.27524 -1.20973 0.92762

=====

(20)
# CH5N4P

2 unconnected molecules or ions with the total composition CH5N4P (ωB97M-V/def2-TZVPD, OMol25).

## Properties
Highest occupied orbital energy (spin up / spin down) in eV: -5.2 / -9.9
Expectation value of S²: 2.012
2S+1: 3
Strongest force on any atom in eV Å⁻¹: 5.20
ΔE to the lowest compared entry with this formula, charge and spin in kJ/mol: 101.4

Element x y z (Å)
C: -0.69832 0.36538 0.43150
N: 1.88114 -0.14562 -1.02543
N: 2.42885 -0.49280 -0.11132
N: -0.76078 1.13741 -0.53400
N: 3.11291 -0.47391 0.86805
P: -0.33288 -1.51829 0.31582
H: -0.80752 0.57446 1.42988
H: -0.65685 0.68301 -1.40729
H: 3.16581 -1.20692 1.50100
H: -0.64698 -1.33933 -0.97415
H: -1.49476 -1.85541 0.89624